No. 1
# C36H57Cl6IN13O4SeYb

A molecular structure, C36H57Cl6IN13O4SeYb at a distorted geometry (ωB97M-V/def2-TZVPD, the Open Molecules 2025 dataset).

Element x y z (Å)
Yb (-0.8485, -0.3354, -0.1852)
C (-4.6682, -0.7817, -2.0747)
N (-4.5859, 0.6327, -2.3301)
C (-5.8138, 1.3492, -2.0657)
C (-3.4392, 1.2697, -2.7007)
N (-2.2668, 0.8607, -2.3222)
C (-1.1110, 1.3614, -3.0476)
C (-0.1789, 2.2223, -2.1893)
N (0.6918, 1.4716, -1.2676)
C (1.8669, 0.9332, -1.9773)
C (1.6654, -0.2966, -2.8444)
N (0.9204, -1.3652, -2.1914)
C (1.2154, -2.5475, -2.6301)
N (0.7480, -3.6913, -2.0439)
C (0.6245, -3.8395, -0.6139)
C (0.6914, -4.9451, -2.7654)
N (2.0011, -2.7811, -3.7534)
C (1.7155, -2.2477, -5.0612)
C (3.2247, -3.5383, -3.6076)
C (1.2637, 2.3856, -0.2547)
C (0.3033, 2.9996, 0.7419)
N (-0.3352, 2.0456, 1.6378)
C (-0.7540, 2.5656, 2.7527)
N (-1.4201, 1.8486, 3.7034)
C (-2.3160, 2.4980, 4.6369)
C (-1.3119, 0.4203, 3.8721)
N (-0.5071, 3.9004, 3.0981)
C (0.0902, 4.1880, 4.3851)
C (-1.1709, 5.0225, 2.4723)
N (-3.6347, 2.3167, -3.5921)
C (-3.1391, 3.6562, -3.3746)
C (-4.6273, 2.2053, -4.6383)
H (-5.5314, -1.1942, -2.6073)
H (-4.7803, -1.0146, -1.0123)
H (-3.7695, -1.2512, -2.4411)
H (-6.1634, 1.0952, -1.0614)
H (-6.5988, 1.0677, -2.7760)
H (-5.6538, 2.4230, -2.0944)
H (-1.4056, 1.9550, -3.9179)
H (-0.5805, 0.4868, -3.4195)
H (-0.7997, 2.8949, -1.5967)
H (0.4339, 2.8449, -2.8594)
H (2.6237, 0.6940, -1.2405)
H (2.3018, 1.7185, -2.6150)
H (2.6733, -0.6416, -3.0998)
H (1.1810, -0.0069, -3.7826)
H (0.6206, -2.8600, -0.1545)
H (-0.3019, -4.3632, -0.3662)
H (1.4742, -4.4130, -0.2207)
H (0.6335, -4.7664, -3.8351)
H (-0.2126, -5.4775, -2.4613)
H (1.5522, -5.5881, -2.5506)
H (0.6968, -1.8677, -5.0867)
H (1.7953, -3.0522, -5.7993)
H (2.4046, -1.4470, -5.3570)
H (3.3989, -3.7379, -2.5521)
H (4.0703, -2.9482, -3.9756)
H (3.1973, -4.4792, -4.1698)
H (1.7770, 3.2123, -0.7695)
H (2.0161, 1.8297, 0.2998)
H (-0.4779, 3.5589, 0.2146)
H (0.8866, 3.7311, 1.3144)
H (-2.5827, 3.4898, 4.2822)
H (-1.8875, 2.5729, 5.6423)
H (-3.2320, 1.9067, 4.7016)
H (-0.7108, 0.0099, 3.0727)
H (-2.2993, -0.0512, 3.8614)
H (-0.8380, 0.1905, 4.8319)
H (0.5377, 3.2860, 4.8010)
H (-0.6280, 4.6059, 5.1021)
H (0.8863, 4.9254, 4.2453)
H (-1.7668, 4.6848, 1.6285)
H (-0.4378, 5.7623, 2.1335)
H (-1.8441, 5.5117, 3.1881)
H (-2.5539, 3.6942, -2.4599)
H (-3.9791, 4.3520, -3.2650)
H (-2.5272, 3.9936, -4.2187)
H (-4.8862, 1.1604, -4.7897)
H (-4.2019, 2.5907, -5.5693)
H (-5.5390, 2.7746, -4.4242)
I (-3.4320, 2.5948, 0.4201)
C (-2.9210, 0.5016, 0.8765)
H (-2.9553, 0.5409, 1.9664)
H (-3.8525, 0.0126, 0.5833)
C (1.0677, -3.5398, 3.2576)
C (0.2811, -2.6136, 2.4851)
N (-0.3451, -1.9153, 1.8301)
H (1.0754, -4.5102, 2.7610)
H (0.6553, -3.6386, 4.2599)
H (2.0823, -3.1457, 3.3036)
Cl (-3.0531, -2.5427, 1.5662)
C (-2.8700, -3.2108, -0.0233)
C (-2.1695, -2.4426, -0.9630)
C (-2.2178, -3.0102, -2.2482)
Cl (-1.6412, -2.0651, -3.5838)
C (-2.7985, -4.2368, -2.5607)
Cl (-2.7768, -4.8547, -4.1712)
C (-3.4335, -4.9641, -1.5600)
Cl (-4.1811, -6.4730, -1.9156)
C (-3.5005, -4.4262, -0.2810)
Cl (-4.3869, -5.2504, 0.9468)
O (3.8039, 0.0130, 0.3879)
Cl (2.9448, -1.1231, 0.5287)
O (3.0790, -1.9751, -0.6009)
O (3.2621, -1.8424, 1.7173)
O (1.5582, -0.6417, 0.5941)
Se (2.6501, 0.8498, 2.9402)
N (1.9033, -0.3872, 3.9028)
C (2.4191, -0.3445, 5.1305)
C (2.0140, -1.1629, 6.2107)
C (2.5974, -0.9820, 7.4307)
C (3.6169, -0.0143, 7.6173)
C (4.0376, 0.7900, 6.5983)
C (3.4232, 0.6657, 5.3293)
N (3.6619, 1.4160, 4.2553)
H (1.2369, -1.8985, 6.0551)
H (2.2754, -1.5897, 8.2662)
H (4.0749, 0.0792, 8.5925)
H (4.8172, 1.5237, 6.7477)

Results
Multiplicity: 2
Calculated total energy (Eh): -9037.43570
Maximum force (eV/A): 1.12
HOMO level (alpha / beta) (eV): -7.79 / -7.79
Molecular weight (g/mol): 1327.56
LUMO energy (alpha / beta) (eV): -0.34 / -0.34
Frontier orbital gap (alpha / beta) (eV): 7.5 / 7.5

***

No. 2
# C36H57GeN8OTi

A molecular structure, C36H57GeN8OTi at a distorted geometry (ωB97M-V/def2-TZVPD, the Open Molecules 2025 dataset).

Element x y z (Å)
Ti (-0.1536, 0.0315, -0.3140)
C (-3.2707, 2.0842, 1.8722)
C (-2.0038, 2.1434, 2.6850)
C (-1.8107, 3.1842, 3.5871)
C (-0.7217, 3.1967, 4.4507)
C (0.1504, 2.1203, 4.4590)
C (-0.0134, 1.0581, 3.5721)
C (0.8646, -0.1650, 3.7135)
C (-1.0499, 1.1234, 2.6347)
N (-1.1250, 0.0725, 1.6307)
C (-1.7803, -0.9863, 1.9672)
C (-2.5331, -1.1569, 3.2497)
C (-1.6957, -2.1010, 1.0282)
C (-2.4509, -3.3574, 1.3278)
N (-0.9184, -1.9289, 0.0006)
C (-0.5092, -3.1678, -0.6551)
C (0.4027, -3.9617, 0.0430)
C (0.9500, -3.5790, 1.4023)
C (0.8262, -5.1509, -0.5376)
C (0.3480, -5.5519, -1.7733)
C (-0.5621, -4.7504, -2.4439)
C (-1.0013, -3.5481, -1.9017)
C (-1.9989, -2.7137, -2.6608)
H (-3.9093, 2.9374, 2.0977)
H (-3.8413, 1.1802, 2.1071)
H (-3.0835, 2.0677, 0.8030)
H (-2.5506, 3.9783, 3.6379)
H (-0.5854, 4.0189, 5.1478)
H (0.9576, 2.0775, 5.1893)
H (1.8553, 0.1013, 4.0910)
H (0.9789, -0.7089, 2.7821)
H (0.4261, -0.8509, 4.4463)
H (-2.5561, -0.2383, 3.8270)
H (-2.0669, -1.9394, 3.8589)
H (-3.5597, -1.4810, 3.0549)
H (-3.5207, -3.1290, 1.3928)
H (-2.1579, -3.7753, 2.2957)
H (-2.3032, -4.1128, 0.5655)
H (0.9050, -2.5082, 1.5850)
H (1.9900, -3.8945, 1.4918)
H (0.3975, -4.0790, 2.2064)
H (1.5398, -5.7716, -0.0026)
H (0.6847, -6.4843, -2.2132)
H (-0.9509, -5.0608, -3.4097)
H (-2.2941, -3.2183, -3.5793)
H (-1.5733, -1.7495, -2.9310)
H (-2.9011, -2.5230, -2.0744)
O (0.8062, 1.4367, -2.3497)
C (0.5468, 2.4130, -3.3659)
C (-0.9333, 2.4425, -3.6309)
C (-1.4791, 1.0187, -3.8710)
C (-2.5981, 0.6675, -2.9377)
C (-3.9046, 0.7107, -3.4040)
C (-4.9560, 0.3507, -2.5822)
C (-4.6705, -0.0455, -1.2873)
C (-3.3554, -0.0503, -0.8876)
N (-2.3147, 0.2984, -1.6688)
H (1.6909, 1.0909, -2.4921)
H (1.0742, 2.1306, -4.2770)
H (0.9073, 3.3914, -3.0564)
H (-1.1142, 3.0830, -4.4936)
H (-1.4524, 2.9079, -2.7880)
H (-0.6770, 0.2988, -3.7272)
H (-1.8331, 0.9165, -4.8938)
H (-4.0863, 1.0174, -4.4268)
H (-5.9767, 0.3691, -2.9474)
H (-5.4520, -0.3488, -0.5985)
H (-3.1220, -0.3465, 0.1191)
C (3.7606, 1.1213, 2.5994)
N (2.9148, 2.2010, 2.0805)
C (3.2995, 3.5619, 2.4729)
C (1.8522, 1.9737, 1.2958)
N (1.5108, 0.8247, 0.8014)
N (1.0949, 3.1027, 1.0325)
C (-0.0551, 3.1745, 0.2862)
N (-0.5380, 4.4268, 0.1357)
N (-0.6009, 2.1316, -0.2308)
H (3.8552, 1.2343, 3.6777)
H (4.7511, 1.1583, 2.1532)
H (3.3328, 0.1437, 2.4088)
H (4.2438, 3.5090, 3.0011)
H (2.5672, 4.0112, 3.1523)
H (3.4576, 4.2069, 1.6049)
H (2.1923, 0.1128, 0.9887)
H (1.3858, 3.9502, 1.4776)
H (-0.1290, 5.2221, 0.5943)
H (-1.4204, 4.5705, -0.3181)
H (-1.4085, 2.3661, -0.7829)
C (3.3056, 0.2354, -3.5858)
Ge (3.2230, -0.7945, -1.9157)
C (4.4418, 0.0516, -0.6528)
C (3.9045, -2.5682, -2.3104)
C (1.4050, -1.0826, -1.2188)
H (4.2140, -0.0928, -4.1004)
H (3.3940, 1.3208, -3.4451)
H (2.4593, 0.0201, -4.2480)
H (5.4282, 0.1107, -1.1275)
H (4.5471, -0.5589, 0.2523)
H (4.1294, 1.0666, -0.3820)
H (4.9203, -2.5051, -2.7144)
H (3.2644, -3.0626, -3.0491)
H (3.9244, -3.1848, -1.4054)
H (1.5910, -1.9495, -0.5818)
H (0.8571, -1.4945, -2.0871)

Results
Multiplicity: 2
Calculated total energy (Eh): -4845.30234
Maximum force (eV/A): 1.98
HOMO level (alpha / beta) (eV): -12.54 / -13.45
Energy relative to the best compared isomer or geometry (same formula, charge and spin) (kJ/mol): 83.0
Molecular weight (g/mol): 738.38
LUMO energy (alpha / beta) (eV): -5.71 / -6.06
Frontier orbital gap (alpha / beta) (eV): 6.8 / 7.4
Net charge: +2

***

Question: Look up the molecular weight of the second one.
Answer: 738.38 g/mol

***

Question: molecular weight of number 2 (C36H57GeN8OTi)?
Answer: 738.38 g/mol